Formula: C71H202N6O27
Source: OMol25
Level of theory: ωB97M-V/def2-TZVPD

CARTESIAN COORDINATES (ANGSTROEM)
C 1.5209 -2.9736 6.5840
C 0.0182 -3.4124 6.5949
O -0.3562 -4.2898 5.6122
H 1.8711 -2.3989 5.6894
H 2.1563 -3.8399 6.7490
H 1.8302 -2.3555 7.4525
H -0.5907 -2.5072 6.4509
H -0.1986 -3.8078 7.5823
H 0.1324 -5.1258 5.6931
C -4.8735 1.2416 -1.7650
C -4.3572 2.4215 -0.9522
O -4.5200 2.0482 0.4365
H -5.9485 1.1391 -1.6481
H -4.3380 0.3697 -1.4172
H -4.6792 1.3691 -2.8083
H -4.8825 3.3531 -1.1711
H -3.2788 2.5618 -1.1082
H -4.3573 2.8438 0.9900
C 2.7385 0.9514 -4.0542
C 2.8111 2.4638 -4.2990
O 2.0955 3.1119 -3.1893
H 3.2162 0.6669 -3.1083
H 3.1653 0.3640 -4.8998
H 1.6931 0.6995 -4.0927
H 2.2038 2.6570 -5.1550
H 3.8448 2.8310 -4.3779
H 2.6557 3.2494 -2.4102
C 3.2297 1.3752 0.0745
C 4.3365 2.4966 -0.1404
O 4.3616 2.8419 -1.4937
H 3.2759 0.9684 1.0732
H 3.3634 0.5339 -0.5950
H 2.2279 1.8176 0.0570
H 5.3162 2.1736 0.1777
H 4.1008 3.4182 0.4079
H 4.7235 2.0909 -2.0024
C -0.8410 3.2491 -4.4623
C -0.9418 2.3290 -3.2340
O -1.2908 0.9719 -3.4972
H -0.1864 2.7939 -5.2159
H -0.4222 4.2203 -4.2073
H -1.8490 3.4061 -4.9415
H -1.6859 2.7002 -2.5121
H -0.0011 2.3115 -2.6644
H -2.1070 0.9098 -4.0305
C 5.9833 -5.6952 3.3924
C 4.5292 -5.6199 2.9599
O 3.8260 -4.8713 3.9751
H 6.5426 -6.3814 2.7561
H 5.9784 -5.8909 4.4541
H 6.4153 -4.6739 3.3215
H 4.1067 -6.6382 2.8972
H 4.4615 -5.1533 1.9733
H 2.9262 -4.6292 3.6967
C -6.4645 -2.2173 1.5907
C -6.2240 -0.7387 1.6054
O -4.8858 -0.4795 1.2345
H -5.8103 -2.7196 2.3107
H -6.3207 -2.6246 0.5966
H -7.5331 -2.3701 1.8552
H -6.4642 -0.4476 2.6323
H -6.9219 -0.1778 0.9618
H -4.7063 0.4235 0.8585
C -6.2814 2.0028 4.1935
C -6.3310 3.2722 5.1066
O -6.2382 4.4061 4.2272
H -5.2729 1.9296 3.8217
H -6.9148 2.1366 3.3047
H -6.5640 1.0854 4.7275
H -5.5981 3.3092 5.8865
H -7.2249 3.4477 5.6877
H -6.2514 5.2279 4.7092
C 6.1263 -4.8609 -0.4663
C 4.6896 -4.4860 -0.8560
O 4.8267 -3.2491 -1.5417
H 6.1479 -5.8011 0.1084
H 6.7149 -4.1195 0.0768
H 6.6962 -5.1149 -1.3459
H 4.0285 -4.3603 0.0021
H 4.2818 -5.2413 -1.5419
H 3.9594 -2.9171 -1.8481
C 1.5163 -5.0374 1.1154
C 0.5255 -4.6980 2.2221
O 1.2091 -4.1471 3.3602
H 2.0299 -5.9741 1.3112
H 2.3251 -4.2869 1.0193
H 0.9650 -5.1418 0.1996
H -0.1397 -5.5670 2.4759
H -0.1771 -3.9691 1.8262
H 0.6112 -3.8472 4.0526
C -1.6672 4.5627 5.1031
C -1.7059 3.6935 6.3665
O -0.8226 2.5761 6.3088
H -2.3075 5.4336 5.2370
H -1.9283 3.9208 4.2466
H -0.6406 4.9320 4.9514
H -2.7479 3.3619 6.4808
H -1.4133 4.3151 7.2195
H 0.0678 2.8847 6.1318
C -2.5649 5.2885 0.6527
C -3.5605 5.5065 1.7556
O -4.1196 4.2537 2.1272
H -2.2560 6.2904 0.3090
H -3.0267 4.6960 -0.1512
H -1.7010 4.7574 1.0234
H -4.3383 6.1697 1.3651
H -2.9873 5.9837 2.5664
H -4.7721 4.2523 2.8363
C -2.2418 -4.3031 -0.6183
C -2.9604 -3.2544 0.2805
O -3.5537 -2.2287 -0.5001
H -2.9733 -4.8375 -1.2486
H -1.7407 -5.0270 0.0679
H -1.4885 -3.8473 -1.2733
H -2.3053 -2.8327 1.0526
H -3.7296 -3.7812 0.8579
H -4.0243 -1.6382 0.1295
C 1.7309 -2.8453 -4.4584
C 1.8367 -3.5721 -3.1174
O 2.3218 -2.8287 -2.0039
H 2.7372 -2.5867 -4.8398
H 1.0819 -1.9723 -4.3508
H 1.2455 -3.5213 -5.1824
H 2.4774 -4.4407 -3.1328
H 0.8400 -3.9356 -2.8413
H 1.6942 -2.0203 -1.8978
C -0.6648 -7.5646 -1.7453
C -0.0429 -8.8566 -2.3455
O 0.5690 -8.5895 -3.6203
H -1.0696 -7.7325 -0.7422
H -1.3811 -7.1226 -2.3924
H 0.1240 -6.8055 -1.5976
H -0.8041 -9.6399 -2.5071
H 0.6132 -9.3508 -1.6026
H 1.2138 -9.2538 -3.8730
C 6.3325 -0.5064 -3.8559
C 6.0557 -0.4418 -2.3574
O 6.7305 -1.5113 -1.6691
H 5.7117 0.1809 -4.4306
H 6.0376 -1.4671 -4.2575
H 7.3407 -0.2185 -4.1996
H 5.0004 -0.4440 -2.0641
H 6.5097 0.4640 -1.9291
H 6.1517 -2.2925 -1.6566
C 0.4296 -1.6400 0.3693
C -0.4293 -1.0108 -0.7046
C -1.2974 0.1182 -0.1530
O -0.3845 1.0219 0.4522
C -1.0310 2.1949 0.9424
N 0.4694 -0.6146 -1.8078
H 1.3231 -1.0258 0.5426
H 0.7557 -2.6370 0.0571
H 0.0234 -1.7361 1.3860
H -1.0761 -1.7471 -1.2100
H -1.9986 -0.2874 0.5843
H -1.8184 0.6653 -0.9488
H -1.6231 2.6902 0.1659
H -0.2391 2.8765 1.2230
H -1.6536 1.9838 1.8157
H -0.0864 -0.3129 -2.5965
H 1.1312 0.1098 -1.5415
C -4.3272 -3.4450 -4.2598
C -3.5157 -2.1776 -4.5535
C -4.4400 -1.0391 -4.8703
O -3.6634 0.1344 -5.2262
C -4.4024 1.1976 -5.7614
N -2.5695 -2.1015 -3.4725
H -5.0449 -3.6141 -5.0849
H -4.7770 -3.4813 -3.2758
H -3.6081 -4.2732 -4.2879
H -2.8841 -2.2979 -5.4527
H -5.0298 -0.8423 -3.9653
H -5.0967 -1.3190 -5.7283
H -5.2100 1.5419 -5.1038
H -4.7828 0.9384 -6.7544
H -3.6635 1.9917 -5.9444
H -2.1146 -1.1917 -3.5414
H -3.0474 -2.1103 -2.5704
C 3.0281 9.5314 4.4569
C 1.8451 9.5294 3.5378
C 1.0095 8.2748 3.5213
O 1.8354 7.2341 2.9813
C 1.1547 6.1390 2.3489
N 1.0267 10.6856 3.9802
H 3.6920 8.7244 4.3793
H 2.7034 9.5140 5.4833
H 3.5950 10.4412 4.2917
H 2.1949 9.6831 2.5105
H 0.0953 8.3509 2.9039
H 0.6876 7.9482 4.5138
H 0.4565 6.4838 1.5645
H 0.5017 5.5967 3.0407
H 1.9136 5.4792 1.8941
H 0.2946 10.9788 3.3535
H 1.6571 11.4412 4.2170
C -4.1245 -7.1196 1.7047
C -2.9845 -6.6177 2.5854
C -3.4681 -6.1767 3.8891
O -4.2178 -4.9775 3.7660
C -3.5587 -3.7618 4.0643
N -1.8900 -7.6574 2.7006
H -3.7181 -7.5443 0.7984
H -4.7452 -6.3240 1.3462
H -4.7094 -7.9080 2.1629
H -2.5113 -5.7295 2.1109
H -2.5611 -6.0062 4.4920
H -4.0640 -6.9081 4.3938
H -4.2821 -2.9631 3.8090
H -2.7276 -3.5696 3.3671
H -3.2255 -3.7075 5.0859
H -1.1577 -7.2096 3.2198
H -2.1289 -8.5167 3.2077
C 5.0995 6.7908 -0.8242
C 3.6567 7.2455 -0.9898
C 2.7155 6.0207 -1.0779
O 1.3222 6.3691 -1.0329
C 0.4063 5.3158 -1.3795
N 3.4621 8.1914 0.1479
H 5.7596 7.6648 -0.8678
H 5.3459 6.0648 -1.6107
H 5.2271 6.3471 0.1786
H 3.5178 7.7934 -1.9058
H 2.9234 5.3753 -0.2211
H 2.9306 5.5082 -2.0062
H -0.5771 5.7260 -1.6644
H 0.2548 4.6646 -0.5128
H 0.7905 4.7757 -2.2580
H 3.4962 7.7004 1.0547
H 2.5423 8.6015 0.0976
C 7.0073 -1.1564 3.4630
C 6.7658 -1.3715 1.9842
C 5.6316 -0.4090 1.6053
O 4.4171 -0.7025 2.2672
C 3.7501 -1.9133 1.8481
N 8.0013 -1.0922 1.2165
H 7.7644 -1.8745 3.8249
H 6.1285 -1.4242 4.0535
H 7.3220 -0.1306 3.6894
H 6.3594 -2.3699 1.8995
H 5.4178 -0.3862 0.5435
H 5.9287 0.5702 2.0121
H 3.6763 -1.9676 0.7749
H 2.8078 -1.8440 2.3971
H 4.2041 -2.8165 2.3193
H 7.8630 -1.2794 0.2376
H 8.7587 -1.6250 1.6371
C -1.1425 -5.6115 -5.1126
C -0.9731 -5.7187 -6.6265
C -2.0689 -5.1295 -7.4333
O 0.2654 -5.1157 -7.1084
H -2.0065 -6.1576 -4.7944
H -1.1991 -4.5530 -4.8236
H -0.2430 -6.0530 -4.7078
H -0.8859 -6.8180 -6.7528
H -1.9654 -4.0510 -7.3014
H -3.0918 -5.4221 -7.2878
H -1.8452 -5.3600 -8.4964
H 0.8789 -5.8149 -7.3237
C 1.6998 2.1172 3.5033
C 2.7384 1.9564 4.5671
C 2.5485 0.6900 5.4466
O 4.0377 1.9776 4.0270
H 1.7724 1.3016 2.7773
H 1.9201 3.0808 2.9984
H 0.6818 2.1026 3.9204
H 2.7274 2.8356 5.2385
H 2.5506 -0.1762 4.7354
H 1.6381 0.6154 6.0245
H 3.3979 0.5613 6.1372
H 4.2676 1.0544 3.8330
C -4.0377 6.2206 -5.2563
C -3.2779 6.0716 -3.9421
C -3.2079 7.2655 -3.0209
O -3.7828 4.8690 -3.2413
H -3.8478 5.3121 -5.8185
H -3.7553 7.0682 -5.8555
H -5.1259 6.2848 -5.0551
H -2.2180 5.7331 -4.1547
H -2.4380 7.0513 -2.2786
H -4.1334 7.3980 -2.5004
H -2.9010 8.2001 -3.5036
H -4.7032 4.9623 -2.9733
C 0.0553 -1.1295 -6.7295
C -0.7208 -0.5090 -7.8795
C -0.7177 0.9975 -7.7902
O -0.1804 -0.8251 -9.1490
H 0.0579 -2.2114 -6.7125
H -0.4017 -0.7728 -5.7798
H 1.1020 -0.8066 -6.8429
H -1.7491 -0.9132 -7.8458
H 0.3123 1.3662 -7.7930
H -1.2679 1.3028 -6.9079
H -1.2761 1.3634 -8.6626
H 0.0215 -1.7671 -9.1979
C -0.8744 -1.1563 4.0008
C -1.5199 -0.0393 4.7735
C -3.0869 -0.1370 4.8451
O -1.0116 -0.1107 6.1290
H -1.0325 -2.1495 4.4392
H 0.2176 -1.0613 3.9932
H -1.3035 -1.1226 3.0019
H -1.1976 0.8464 4.2010
H -3.3892 -0.9290 5.5190
H -3.4933 -0.4413 3.8995
H -3.4777 0.7921 5.2207
H -1.1165 0.8163 6.4353

Properties
multiplicity	1
strongest force on any atom	0.064	hartree/bohr
HOMO-LUMO gap	8.636	eV
total charge	0
HOMO level	-8.5	eV
LUMO level	0.097	eV